Run one
The following is a DFT calculation (ωB97M-V/def2-TZVPD) of C4H10N2 in the gas phase.

## Properties
Frontier orbital gap = 9.8679 eV

Geometry as ORCA input:
```
! wB97M-V def2-TZVPD RIJCOSX def2/J DEFGRID3
* xyz 0 1
N -0.415 1.624 1.862
C -0.228 -0.322 -0.155
H -1.128 -0.142 -2.914
H -0.511 2.185 2.684
H -0.531 -1.802 -3.258
N 0.866 -0.066 0.787
H -0.867 -1.115 0.226
C -0.828 -1.101 -2.479
C 0.616 0.725 1.752
H 1.128 0.493 2.686
H -1.216 1.474 1.288
H -0.696 0.628 -0.436
H -1.779 -1.473 -2.082
H 1.071 -0.261 -1.963
H 0.890 -1.773 -1.308
C 0.297 -0.867 -1.483
*
```

Now the Löwdin charges, all in e: 0.0887 -0.2669 0.0689 0.0813 0.0664 0.0107 0.1228 -0.1297 -0.3185 0.1127 0.0649 0.1038 0.0673 0.1049 0.1022 -0.2796

Run two
The following is a DFT calculation (ωB97M-V/def2-TZVPD) of 2 unconnected molecules or ions with the total composition C4H10N2.

## Properties
Frontier orbital gap = 8.5482 eV

Geometry as ORCA input:
```
! wB97M-V def2-TZVPD RIJCOSX def2/J DEFGRID3
* xyz 0 1
C -0.310 0.065 -3.042
N -0.003 0.478 1.768
H -0.106 0.649 -3.944
C -1.137 0.495 1.196
C 0.296 -0.650 2.675
H 0.177 -0.642 0.041
H 0.077 -0.337 3.699
N 0.562 -0.394 -0.862
H 1.472 -0.330 -0.393
H -1.563 1.491 1.075
C 0.584 0.309 -2.064
H -1.772 -0.369 1.019
H 1.522 0.785 -2.349
H 1.391 -0.862 2.622
H -0.936 -0.800 -2.942
H -0.299 -1.559 2.439
*
```

Now the Löwdin charges, all in e: -0.0442 -0.1117 0.0398 -0.0972 -0.1404 0.0319 0.0756 0.0069 0.0779 0.0813 -0.2949 0.0799 0.1008 0.0776 0.0394 0.0774

Run three
The following is a DFT calculation (ωB97M-V/def2-TZVPD) of 2 unconnected molecules or ions with the total composition C4H10N2.

## Properties
Frontier orbital gap = 9.2460 eV

Geometry as ORCA input:
```
! wB97M-V def2-TZVPD RIJCOSX def2/J DEFGRID3
* xyz 0 1
C 1.036 0.877 1.925
C 2.265 0.700 1.071
H -0.101 -0.860 2.469
C 0.410 0.054 2.778
H -1.504 0.498 -3.675
H 2.290 -0.176 0.411
N -2.059 -1.339 -1.260
H -2.526 0.719 -2.399
H 0.198 0.183 3.836
H -1.415 -1.993 -0.826
H -1.177 -1.678 -3.180
H 0.888 1.955 2.075
C -1.674 -1.049 -2.429
H 3.054 0.458 1.774
N -2.215 0.061 -3.102
H 2.531 1.591 0.534
*
```

Now the Löwdin charges, all in e: -0.2343 -0.1140 0.0456 -0.0318 0.0733 0.0710 0.0595 0.0763 0.0466 0.0340 0.1136 0.0855 -0.3916 0.0728 0.0360 0.0576

Of them, the most stable is run one and the least stable is run two.

Run one
The following is a DFT calculation (ωB97M-V/def2-TZVPD) of C4H10N2 in the gas phase.

## Properties
Frontier orbital gap (spin up / spin down) = 8.8017 / 6.0715 eV

Geometry as ORCA input:
```
! wB97M-V def2-TZVPD RIJCOSX def2/J DEFGRID3
* xyz 0 1
C 0.544 -1.632 0.523
H -0.271 0.294 -3.115
C 0.459 1.336 1.071
H -1.396 -1.112 -0.245
H -1.259 -0.847 1.521
H 0.940 -0.556 -0.956
H -1.543 1.032 -1.955
N -0.379 0.583 0.139
H 1.485 -1.186 0.817
H 1.519 1.054 1.059
C -0.607 0.510 -2.107
H 0.469 -2.660 0.859
H 0.379 2.398 0.831
N 0.255 0.423 -1.110
H 0.100 1.180 2.089
C -0.694 -0.818 0.578
*
```

Now the Löwdin charges, all in e: -0.0525 0.0609 -0.0881 0.1088 0.1093 0.1675 0.0697 -0.2533 0.0268 0.0722 -0.0120 0.0384 0.0779 -0.1266 0.0845 -0.2835

Run two
The following is a DFT calculation (ωB97M-V/def2-TZVPD) of 3 unconnected molecules or ions with the total composition C4H10N2.

## Properties
Frontier orbital gap = 9.0765 eV

Geometry as ORCA input:
```
! wB97M-V def2-TZVPD RIJCOSX def2/J DEFGRID3
* xyz 0 1
H -0.202 1.892 -2.622
N -0.029 0.342 1.515
H -1.163 -0.157 -0.209
H -2.205 -1.311 -1.062
H 0.464 -1.404 2.535
C 1.745 -1.152 0.885
H 2.049 -0.531 0.058
H -0.418 0.733 2.359
C -1.588 -0.431 -1.219
H 0.410 1.074 0.948
H -0.796 -0.709 -1.903
H -2.208 0.348 -1.646
C 0.769 -0.780 1.705
H 2.204 -2.119 0.973
C 0.214 2.002 -1.652
N 0.753 2.202 -0.665
*
```

Now the Löwdin charges, all in e: 0.0660 0.0048 0.0052 0.0146 0.0981 -0.0324 0.0362 0.0831 -0.0751 0.0197 0.0102 0.0072 -0.3025 0.0331 -0.0526 0.0845

Run three
The following is a DFT calculation (ωB97M-V/def2-TZVPD) of a molecular structure, C4H10N2.

## Properties
Frontier orbital gap = 9.3328 eV

Geometry as ORCA input:
```
! wB97M-V def2-TZVPD RIJCOSX def2/J DEFGRID3
* xyz 0 1
H 2.471 -1.095 -0.001
H 0.160 -1.942 0.253
H -2.562 -1.190 -0.166
H -0.702 -0.244 -1.565
N -2.285 -0.155 -0.228
H -2.801 0.467 -0.901
N 2.057 -0.350 -0.762
C -0.080 -0.775 0.531
H 1.716 0.642 1.217
H -0.710 -0.669 1.412
H 3.172 0.433 -0.274
H -0.560 1.342 1.095
C -0.808 -0.076 -0.424
C 1.119 0.177 0.264
H -0.180 2.288 -0.476
C -0.007 1.146 0.024
*
```

Now the Löwdin charges, all in e: 0.0920 0.1636 0.1017 0.1654 0.0054 0.0849 -0.0077 -0.2108 0.1506 0.1169 0.2177 0.1507 -0.5303 -0.4942 0.1591 -0.1650

Run four
The following is a DFT calculation (ωB97M-V/def2-TZVPD) of 2 unconnected molecules or ions with the total composition C4H10N2.

## Properties
Frontier orbital gap = 10.6911 eV

Geometry as ORCA input:
```
! wB97M-V def2-TZVPD RIJCOSX def2/J DEFGRID3
* xyz 0 1
H -1.816 -1.227 2.370
H 0.408 2.555 -1.059
C 0.449 1.605 -2.723
H -1.761 -1.391 0.598
N 0.852 1.703 -1.387
H 1.900 -0.808 2.546
C 0.816 -0.797 2.535
C -1.301 -1.708 1.535
H 0.848 0.788 -3.322
H 0.261 -0.087 3.130
N -0.287 2.494 -3.258
H 0.758 -2.076 0.895
H -1.546 -2.765 1.669
H -0.310 2.354 -4.266
C 0.171 -1.515 1.622
H 0.557 0.875 -0.884
*
```

Now the Löwdin charges, all in e: 0.0722 0.0797 -0.3912 0.0686 0.0505 0.0506 -0.0163 -0.1250 0.1066 0.0544 0.0536 0.0908 0.0730 0.0310 -0.2658 0.0674

Of them, the most stable is run four and the least stable is run three.

Run one
The following is a DFT calculation (ωB97M-V/def2-TZVPD) of C4H10N2 in the gas phase.

## Properties
Frontier orbital gap = 10.0377 eV

Geometry as ORCA input:
```
! wB97M-V def2-TZVPD RIJCOSX def2/J DEFGRID3
* xyz 0 1
H -0.637 2.437 0.821
H -1.871 0.483 0.221
C -0.223 -1.583 0.446
H 0.124 2.443 -0.634
H -1.005 0.473 -1.314
C 0.181 -0.141 0.383
C 1.515 -0.023 -0.360
H 2.273 -0.649 0.106
N -0.722 2.160 -0.152
H 1.394 -0.337 -1.395
N -1.349 -1.972 0.060
H -1.525 -2.970 0.145
H 1.872 1.004 -0.349
C -0.919 0.728 -0.255
H 0.559 -2.243 0.855
H 0.334 0.190 1.421
*
```

Now the Löwdin charges, all in e: 0.0663 0.1051 -0.2414 0.0550 0.1164 -0.3763 -0.0754 0.0722 -0.0069 0.0844 0.1077 0.0538 0.0668 -0.2841 0.1171 0.1393

Run two
The following is a DFT calculation (ωB97M-V/def2-TZVPD) of C4H10N2 in the gas phase.

## Properties
Frontier orbital gap = 9.0646 eV

Geometry as ORCA input:
```
! wB97M-V def2-TZVPD RIJCOSX def2/J DEFGRID3
* xyz 0 1
H -0.743 2.574 0.018
H -0.652 1.241 -1.179
H 0.547 -3.326 -0.452
H -1.180 -3.341 -0.790
H 1.350 -0.770 0.129
C -0.198 1.681 -0.289
N 1.183 1.980 -0.687
H -1.508 -1.603 0.752
C 0.286 -0.699 0.344
C -0.227 0.642 0.826
H 0.368 0.949 1.693
C -0.522 -1.762 0.330
N -0.388 -3.010 -0.277
H -1.286 0.515 1.064
H 1.733 2.402 0.053
H 1.237 2.528 -1.536
*
```

Now the Löwdin charges, all in e: 0.0964 0.1109 0.0762 0.0733 0.0980 -0.3003 -0.0184 0.1020 -0.1349 -0.2270 0.1059 -0.2341 0.0296 0.1002 0.0638 0.0584

Of them, the most stable is run one and the least stable is run two.

Run one
The following is a DFT calculation (ωB97M-V/def2-TZVPD) of C4H10N2 in the gas phase.

## Properties
Frontier orbital gap = 9.1674 eV

Geometry as ORCA input:
```
! wB97M-V def2-TZVPD RIJCOSX def2/J DEFGRID3
* xyz 0 1
H 0.469 -1.137 1.471
C 0.617 -0.314 0.760
C 0.935 -1.102 -0.527
H 1.478 -0.739 -2.423
C -0.569 0.580 0.575
N 0.924 -0.234 -1.755
H 1.525 0.170 1.110
H -2.625 0.451 0.842
H 0.151 -1.838 -0.725
C -0.514 1.882 0.339
H 0.511 2.207 0.170
H 0.007 -0.058 -2.102
H -1.245 2.657 0.488
H -1.776 -0.840 1.478
H 1.898 -1.599 -0.519
N -1.786 -0.086 0.820
*
```

Now the Löwdin charges, all in e: 0.1087 -0.1621 -0.2574 0.0465 -0.4499 -0.0079 0.1105 0.0761 0.0981 0.0199 0.0567 0.0488 0.0500 0.0751 0.1021 0.0850

Run two
The following is a DFT calculation (ωB97M-V/def2-TZVPD) of 2 unconnected molecules or ions with the total composition C4H10N2.

## Properties
Frontier orbital gap = 10.2832 eV

Geometry as ORCA input:
```
! wB97M-V def2-TZVPD RIJCOSX def2/J DEFGRID3
* xyz 0 1
H 2.008 0.324 3.269
H -1.360 -0.889 -4.138
N -0.593 -1.485 -3.850
C 0.260 1.420 2.885
H -0.724 -2.452 -4.118
H 0.158 -2.173 -2.050
H 2.231 1.894 3.974
H -0.134 -0.565 2.262
N -0.731 -0.241 -1.890
C -0.459 0.478 2.290
C -0.410 -1.327 -2.463
H -0.220 2.368 3.105
H -0.277 -0.352 -0.977
H 2.432 1.515 2.286
H -1.374 0.708 1.749
C 1.734 1.394 3.120
*
```

Now the Löwdin charges, all in e: 0.0728 0.0802 0.0426 -0.2482 0.0720 0.1132 0.0722 0.0557 0.0595 -0.0295 -0.3926 0.0855 0.0248 0.0717 0.0536 -0.1336

Run three
The following is a DFT calculation (ωB97M-V/def2-TZVPD) of C4H10N2 in the gas phase.

## Properties
Frontier orbital gap = 9.2760 eV

Geometry as ORCA input:
```
! wB97M-V def2-TZVPD RIJCOSX def2/J DEFGRID3
* xyz 0 1
H 0.403 -1.716 -0.333
H 0.860 1.291 1.701
C 0.742 -0.739 0.018
H 1.672 -0.949 0.554
C -0.357 -0.181 0.886
H 1.563 1.074 -0.743
H -1.745 -1.736 0.487
H -0.625 1.254 -1.405
N -0.083 1.045 1.460
H -0.810 1.518 1.967
C -1.525 -0.803 0.985
N -0.039 0.651 -1.970
H -0.611 -0.141 -2.239
H -2.361 -0.470 1.602
C 1.091 0.184 -1.160
H 1.825 -0.280 -1.812
*
```

Now the Löwdin charges, all in e: 0.1050 0.0910 -0.1676 0.1117 -0.4656 0.0968 0.0471 0.0563 0.0960 0.0917 0.0129 -0.0025 0.0626 0.0523 -0.2886 0.1007

Of them, the most stable is run three and the least stable is run two.